(1)
{"formula": "C3H8NO2S", "method": "ωB97M-V/def2-TZVPD", "homo_lumo_gap_ev": 7.5, "e_above_lowest_ev": 0.461, "multiplicity": 1, "charge": -1, "e_lumo_ev": 3.817, "elements": ["C", "C", "S", "H", "H", "H", "H", "H", "N", "C", "O", "O", "H", "H", "H"], "xyz": [[-2.53480, 0.89453, -1.86706], [-1.27337, 0.73625, -1.01560], [-1.61305, 0.09345, 0.60240], [-3.27254, 1.53258, -1.35310], [-3.01164, -0.09550, -1.98929], [-2.31716, 1.28674, -2.86618], [-0.76661, 1.69148, -0.84311], [-0.58792, 0.07555, -1.56992], [1.33914, -1.67237, 0.42135], [1.98511, -0.40935, 0.50679], [1.21461, 0.57522, 0.92755], [3.14324, -0.29306, 0.07904], [0.46794, -1.71783, 0.97723], [1.91848, -2.47352, 0.44780], [0.07992, 0.32609, 0.81112]], "forces_ev_per_angstrom": [[-0.295, -0.253, 0.271], [-0.014, 0.260, -1.034], [-0.210, -0.560, 0.892], [0.262, -0.086, -0.248], [0.180, 0.351, 0.032], [-0.027, 0.108, 0.061], [-0.066, -0.005, -0.488], [0.002, 0.195, 0.232], [-1.171, 1.600, 0.969], [0.299, -0.437, -1.189], [0.034, -0.727, -0.467], [-1.122, 0.021, 0.959], [0.744, -0.117, -0.681], [0.618, -0.477, -0.023], [0.765, 0.125, 0.714]], "lowdin_charge": [-0.232, -0.769, 0.410, 0.052, 0.054, 0.050, 0.048, 0.059, 0.110, -0.704, -0.074, -0.028, 0.051, 0.058, -0.085]}

(2)
{"formula": "C3H8NO3", "method": "ωB97M-V/def2-TZVPD", "homo_lumo_gap_ev": 8.7, "e_above_lowest_ev": 1.338, "multiplicity": 1, "charge": -1, "e_lumo_ev": 4.160, "elements": ["O", "C", "O", "H", "C", "N", "C", "O", "H", "H", "H", "H", "H", "H", "H"], "xyz": [[-0.77222, 1.09556, -1.48516], [-0.69874, 0.01667, -2.13873], [-0.38110, -1.14391, -1.68793], [-0.97018, 0.05878, -3.20913], [-1.36356, -0.31845, 1.22849], [0.07918, -0.58621, 1.06434], [0.90273, 0.63643, 1.17980], [2.23203, 0.30258, 1.50268], [-1.65030, -0.02261, 2.25040], [-1.91500, -1.24996, 0.99617], [-1.67606, 0.41710, 0.48520], [0.22941, -0.92763, 0.08882], [0.94972, 1.16798, 0.21212], [0.51758, 1.27731, 2.00612], [2.28825, -0.65924, 1.46583]], "forces_ev_per_angstrom": [[0.103, -0.938, -1.000], [0.253, -0.566, 1.896], [-0.300, 1.497, -0.958], [-0.011, 0.005, -0.332], [0.171, -0.689, -0.574], [0.684, 0.647, 0.260], [-0.952, -0.314, -0.235], [0.891, -0.381, 0.299], [0.403, 0.040, -0.219], [0.300, 0.357, 0.135], [-0.241, 0.200, 0.184], [-0.694, 0.267, 0.589], [-0.422, 0.106, 0.481], [-0.013, -0.268, -0.615], [-0.173, 0.040, 0.088]], "lowdin_charge": [-0.146, -0.583, -0.170, 0.081, -0.160, -0.111, -0.330, -0.101, 0.061, 0.072, 0.049, 0.060, 0.101, 0.112, 0.065]}

(3)
{"formula": "C3H8NO3", "method": "ωB97M-V/def2-TZVPD", "homo_lumo_gap_ev": 8.0, "e_above_lowest_ev": 3.530, "multiplicity": 1, "charge": 1, "e_lumo_ev": -6.263, "elements": ["C", "C", "C", "N", "O", "O", "O", "H", "H", "H", "H", "H", "H", "H", "H"], "xyz": [[0.28395, -0.30047, -0.12356], [-2.19863, 0.41544, -0.02112], [-0.68877, 0.82465, -0.08461], [3.17669, 0.14896, -0.16051], [-0.11153, -1.45292, -0.23130], [-2.49151, -0.99238, -0.08685], [-0.36496, 1.97899, -0.00536], [1.41856, 0.10398, 0.09975], [-2.81570, 0.75331, -0.80624], [-2.77032, 0.72230, 0.89651], [3.46857, -0.68396, 0.29938], [3.83740, 0.49197, -0.88185], [3.30589, 0.84583, 0.55610], [-2.79081, -1.18464, 0.78503], [-1.25882, -1.67106, -0.23536]], "forces_ev_per_angstrom": [[1.932, 1.997, 1.141], [-0.758, 0.261, 1.254], [-2.852, 0.666, 0.265], [0.185, 1.618, -0.343], [-0.272, -1.878, -0.106], [1.365, -1.354, -0.506], [0.287, -0.933, -0.165], [-1.511, -1.707, -1.199], [0.016, 1.355, -1.275], [1.266, 0.573, -0.600], [0.752, -0.943, -0.192], [-0.519, -0.979, 0.396], [-0.045, 0.470, 0.441], [-0.705, -0.996, 1.023], [0.859, 1.850, -0.133]], "lowdin_charge": [0.002, -0.052, -0.277, 0.019, 0.182, -0.010, 0.203, 0.146, 0.132, 0.171, 0.039, 0.077, 0.044, 0.120, 0.204]}

(4)
{"formula": "C3H8NO3", "method": "ωB97M-V/def2-TZVPD", "homo_lumo_gap_ev": 11.8, "e_above_lowest_ev": 0.513, "multiplicity": 1, "charge": 1, "e_lumo_ev": -3.152, "elements": ["O", "C", "C", "N", "H", "H", "H", "H", "H", "H", "O", "C", "O", "H", "H"], "xyz": [[1.49881, 1.51597, -0.49469], [1.39107, 1.37028, 0.67542], [0.03456, 1.46186, 1.37073], [-0.95591, 1.64741, 0.30525], [2.21481, 1.04335, 1.38650], [-0.18830, 0.57266, 1.90587], [0.06997, 2.29844, 2.02501], [-1.77696, 2.13366, 0.61587], [-0.51444, 2.12207, -0.47631], [-1.13297, 0.71923, -0.06501], [-0.63075, -0.92966, -0.22115], [-0.16740, -1.92980, -0.73930], [-0.87718, -3.09504, -0.89245], [0.91246, -1.97787, -1.16858], [-0.36953, -3.78750, -1.33487]], "forces_ev_per_angstrom": [[0.234, 0.409, -0.978], [0.318, -1.352, 2.111], [0.889, 0.428, -1.036], [0.222, 0.225, 0.053], [-0.384, 0.539, -0.849], [-0.097, -0.779, 0.542], [-0.204, 0.764, 0.690], [-0.640, 0.146, 0.010], [0.252, 0.526, -0.311], [-0.605, -0.738, -0.179], [0.362, -1.629, -0.592], [0.436, -1.039, -0.755], [0.622, 2.268, 0.611], [-1.645, 0.108, 0.712], [0.242, 0.124, -0.031]], "lowdin_charge": [0.105, -0.215, -0.095, 0.194, 0.160, 0.128, 0.134, 0.175, 0.158, 0.100, 0.022, -0.273, 0.105, 0.180, 0.122]}

(5)
{"formula": "C3H8NO3S", "method": "ωB97M-V/def2-TZVPD", "homo_lumo_gap_ev": [9.9, 5.7], "e_above_lowest_ev": 0.630, "multiplicity": 2, "e_lumo_ev": [0.431, -3.821], "elements": ["C", "C", "S", "N", "C", "O", "O", "H", "H", "H", "H", "H", "H", "H", "H", "O"], "xyz": [[0.75472, -0.74722, 1.01675], [-0.03084, 0.58154, 1.15185], [0.97097, 1.96769, 1.83648], [-0.13904, -1.77974, 0.39578], [-0.80863, -1.61980, -0.83584], [-0.61156, -0.72703, -1.64346], [-1.59145, -2.63120, -0.97304], [1.67329, -0.83021, 0.43339], [0.87804, -1.00986, 2.07037], [-0.45699, 0.95564, 0.23741], [-0.80274, 0.37064, 1.88511], [1.09569, 2.64072, 0.72938], [-0.72570, -2.29225, 1.03663], [-0.26065, 0.87434, -2.30128], [1.05574, 1.29214, -2.06250], [0.24243, 1.70794, -2.40429]], "forces_ev_per_angstrom": [[-1.347, -0.230, -0.536], [1.076, 0.259, 0.029], [-0.210, -0.928, 0.934], [-0.960, 0.455, -0.394], [2.754, 1.388, 2.165], [-0.723, -1.171, 0.181], [-1.131, -0.857, -1.080], [0.068, 0.869, 0.384], [0.611, -0.638, -0.406], [-0.215, -0.136, -0.330], [-0.280, 0.171, -0.075], [0.095, 0.459, -0.985], [0.112, -0.043, 0.190], [-0.540, 0.791, -0.412], [0.195, 0.915, -0.292], [0.495, -1.305, 0.628]], "lowdin_spin": [0.016, 0.003, 0.005, 0.063, 0.043, 0.074, 0.790, 0.000, 0.001, 0.000, 0.000, 0.000, 0.002, 0.000, 0.000, 0.003]}

(6)
{"formula": "C3H8NO3S", "method": "ωB97M-V/def2-TZVPD", "smiles": "CS(C)(=O)=C[N+](=O)O", "homo_lumo_gap_ev": 10.1, "e_above_lowest_ev": 5.581, "multiplicity": 1, "charge": 1, "e_lumo_ev": -4.389, "elements": ["C", "S", "C", "O", "C", "N", "O", "O", "H", "H", "H", "H", "H", "H", "H", "H"], "xyz": [[1.60968, -0.35009, 1.37548], [0.41064, -0.34217, -0.00704], [0.93512, 0.44136, -1.52448], [0.05510, -1.68012, -0.22962], [-0.94481, 0.72699, 0.36163], [-2.14428, 0.36030, 0.02326], [-3.09495, 1.07950, -0.05329], [-2.41290, -0.91761, -0.39303], [2.45429, -0.81749, 1.02759], [1.07703, -0.83872, 2.16318], [1.81784, 0.70952, 1.61523], [1.70051, -0.18093, -1.91386], [1.11442, 1.47737, -1.24156], [0.05669, 0.26156, -2.03954], [-0.90563, 1.63361, 0.89911], [-1.72875, -1.56307, -0.06305]], "forces_ev_per_angstrom": [[-2.359, 3.205, -0.662], [0.713, 3.164, 1.342], [1.021, -0.249, 2.652], [-0.876, -3.146, -0.624], [1.774, -1.202, 0.799], [-2.022, -0.924, -1.178], [0.019, 0.266, 0.474], [0.138, -0.536, 0.125], [1.979, -1.364, -0.778], [-0.195, -0.431, 0.475], [0.014, -0.522, 0.115], [1.179, -0.024, -0.540], [0.289, 0.018, -0.647], [-1.839, 0.162, -1.549], [0.591, 0.906, 0.284], [-0.427, 0.677, -0.289]], "lowdin_charge": [-0.052, 0.910, -0.069, -0.297, -0.148, -0.359, 0.165, 0.120, 0.053, 0.086, 0.101, 0.084, 0.104, 0.060, 0.128, 0.115]}

(7)
{"formula": "C3H8NO4PS", "method": "ωB97M-V/def2-TZVPD", "homo_lumo_gap_ev": 7.8, "e_above_lowest_ev": 2.248, "multiplicity": 1, "e_lumo_ev": -0.591, "elements": ["C", "C", "C", "N", "O", "O", "O", "O", "P", "S", "H", "H", "H", "H", "H", "H", "H", "H"], "xyz": [[0.07098, 0.42600, 0.68427], [1.24235, 0.28368, -1.41898], [0.16733, 1.01035, -0.70196], [0.83427, 2.41915, -0.77072], [1.59705, 0.65756, -2.58812], [1.75230, -0.77776, -0.99594], [-1.49333, -2.59126, -0.29641], [2.80013, 0.52463, 1.08436], [1.55919, -0.20002, 1.21606], [1.37727, -1.07215, 3.15693], [-0.89375, 0.16423, 1.07015], [-0.80902, 0.98415, -1.13512], [1.29109, 1.57488, -2.70588], [1.84920, 2.31144, -0.60213], [0.45125, 3.06455, -0.08290], [-0.74360, -2.42761, 0.15086], [-1.99309, -3.32988, 0.11329], [2.63646, -1.03980, 3.45229]], "forces_ev_per_angstrom": [[1.152, -0.383, 0.216], [0.369, -5.177, 0.353], [1.984, 1.831, 2.526], [-0.584, -0.654, -0.386], [0.484, 1.506, -1.722], [-0.602, 1.814, -0.333], [-4.924, -1.428, -2.429], [2.193, 0.423, -0.348], [-3.453, 0.858, 1.290], [-1.630, -0.273, -1.061], [-0.101, -0.302, 0.269], [-0.332, 0.237, -0.879], [-0.137, 0.069, -0.207], [-0.860, 0.160, 0.361], [0.085, -0.364, -0.102], [4.086, 0.663, 2.653], [0.850, 0.833, -0.256], [1.419, 0.188, 0.054]], "lowdin_charge": [-0.258, -0.549, -0.307, 0.044, 0.186, 0.007, -0.021, -0.356, 0.467, 0.511, 0.052, 0.142, 0.132, 0.083, 0.081, -0.063, 0.065, -0.215]}

(8)
{"formula": "C3H8NOP", "method": "ωB97M-V/def2-TZVPD", "homo_lumo_gap_ev": 8.8, "e_above_lowest_ev": 2.131, "multiplicity": 1, "e_lumo_ev": 0.742, "elements": ["C", "C", "C", "N", "O", "P", "H", "H", "H", "H", "H", "H", "H", "H"], "xyz": [[-0.76850, 1.47531, -0.53717], [-0.87307, -1.50341, 0.34407], [-0.09029, -0.28996, 0.73873], [0.28493, 1.98549, -1.12363], [-1.93594, 1.68857, -0.55014], [1.68471, -0.18517, 0.48639], [-0.61741, -1.83142, -0.66412], [-0.67008, -2.33201, 1.03098], [-1.93952, -1.28616, 0.38517], [-0.39077, 0.15062, 1.68576], [1.19733, 1.59905, -0.91629], [0.20764, 2.76872, -1.75980], [1.76803, -1.12599, -0.54299], [2.14295, -1.11364, 1.42303]], "forces_ev_per_angstrom": [[-0.149, -3.310, 2.269], [-0.068, 0.102, -0.056], [-0.807, 2.644, -1.520], [0.667, 0.603, -0.617], [0.197, 0.338, -0.262], [0.169, -0.001, 0.100], [-0.030, -0.024, 0.017], [-0.008, -0.002, -0.012], [-0.096, -0.064, -0.054], [0.017, -0.006, 0.036], [-0.105, 0.210, 0.004], [-0.076, -0.046, 0.090], [0.057, -0.191, -0.419], [0.233, -0.251, 0.423]], "lowdin_charge": [-0.404, -0.192, -0.523, 0.118, 0.069, 0.772, 0.063, 0.071, 0.068, 0.053, -0.003, 0.121, -0.098, -0.114]}